No. 1
An isolated molecule of C7H9FN2 at a distorted geometry, computed with the ωB97M-V functional and the def2-TZVPD basis.

Its energy relative to the best compared isomer or geometry (same formula, charge and spin) is 457.1 kJ/mol. The largest force on an atom is 4.1 eV Å⁻¹. As for the SMILES: [H]/N=c1\c(F)c1C/C(CC)=N/[H]. For the LUMO energy, the calculation gives 0.0266 hartree. The highest occupied orbital energy comes out at -0.3179 Eh.

The geometry in XYZ format:
```
19
Properties=species:S:1:pos:R:3:forces:R:3
H 4.9259 -1.4237 0.8214 0.43 -1.14 0.33
N 4.1354 -0.9077 0.5684 -1.49 2.17 -0.57
C 2.9267 -0.8641 0.5904 -2.86 -1.64 0.59
C 1.4179 -1.7225 0.8220 1.92 0.89 -0.04
F 0.4128 -2.5964 0.9153 0.00 0.47 -0.07
C 1.4927 -0.4254 0.4577 3.04 -1.90 -0.48
C 0.8604 0.7502 -0.1293 -1.85 0.96 2.44
C -0.3471 0.5091 -0.9240 -1.86 -0.54 0.06
C -1.4363 -0.1892 -0.2200 -3.08 1.37 -1.79
C -2.5867 0.7530 0.2275 1.85 1.52 3.36
N -0.5839 0.9873 -2.0524 1.61 1.44 -1.37
H -1.5318 0.8770 -2.3815 -0.26 -0.47 0.07
H 0.3964 1.2591 0.8240 1.00 -0.08 -1.69
H 1.4942 1.3875 -0.6696 1.19 0.89 -0.33
H -1.9702 -0.8308 -0.9167 0.60 -0.85 0.10
H -1.1387 -0.6091 0.6538 0.92 -2.03 2.27
H -2.9645 1.4800 -0.4812 -0.05 -0.19 -0.28
H -3.3747 0.1932 0.7406 -0.07 -0.02 -0.56
H -2.1285 1.3725 1.1538 -1.07 -0.87 -2.04
```
Forces are in eV/Å.

=====

No. 2
A cluster of 2 separate species, C4H12 in total at a distorted geometry, computed with the ωB97M-V functional and the def2-TZVPD basis.

Its energy relative to the best compared isomer or geometry (same formula, charge and spin) is 59.8 kJ/mol. The largest force on an atom is 1.6 eV Å⁻¹. As for the SMILES: CC.CC. For the LUMO energy, the calculation gives 0.0424 hartree. The highest occupied orbital energy comes out at -0.4195 Eh.

The geometry in XYZ format:
```
16
Properties=species:S:1:pos:R:3:forces:R:3
C 1.2912 0.1994 -1.0480 1.46 -0.15 0.62
C 1.0015 1.0208 -2.2815 0.60 0.31 -1.16
H 0.5065 -0.3908 -0.6089 -0.52 0.24 -0.24
H 2.1111 -0.5232 -1.1862 -0.25 0.15 -0.35
H 1.7002 0.8396 -0.2676 -0.25 0.09 0.26
H 0.0007 0.9433 -2.6787 -0.36 -0.17 0.03
H 1.6853 0.7736 -3.1030 -0.23 -0.40 0.05
H 1.2187 2.0841 -2.1936 -0.24 0.12 0.60
C -1.4645 0.0504 1.8754 -0.74 -0.12 0.08
C -0.8637 -1.3000 1.4616 -0.07 0.48 -0.46
H -1.1926 0.8068 1.1378 -0.48 0.09 0.01
H -2.5481 -0.0451 2.0448 0.14 0.23 -0.82
H -1.1947 0.4699 2.8359 0.83 -0.32 0.33
H 0.0856 -1.4668 1.9532 -0.07 -0.62 0.44
H -0.5941 -1.2796 0.4136 -0.06 0.21 -0.23
H -1.5863 -2.1166 1.4580 0.27 -0.13 0.86
```
Forces are in eV/Å.